Entry 1:
ORCA calculation (wB97M-V/def2-TZVPD) on a molecular structure, C35H42AsCoNO2SeSiTe in a non-equilibrium geometry.

Structure (ORCA input):
```
! RIJCOSX wB97M-V def2-TZVPD def2/J DEFGRID3
* xyz 1 5
C -3.335 1.885 -3.491
H -2.324 -3.908 -3.829
C 2.099 -1.753 2.242
As -3.093 -0.951 1.385
C -3.325 0.700 2.443
C 3.429 -0.055 -2.348
Co -1.049 -0.742 0.340
H -2.791 2.980 -0.268
H -0.008 -2.043 2.458
C 1.306 3.248 0.715
C -4.613 2.278 -1.096
C -1.228 2.824 -2.625
H 1.731 3.566 1.674
H 5.116 2.343 3.032
H 6.360 -0.917 -0.874
O -0.853 3.031 -3.793
C -2.074 -3.706 -2.789
H 2.432 -2.441 3.076
C 0.647 3.918 -1.474
C 3.915 1.631 4.665
H -2.191 -2.625 -2.661
C -4.658 1.538 -3.384
H -2.670 -2.120 3.640
H -5.197 1.179 -4.245
Se -0.543 -3.073 -0.209
C 2.616 1.276 5.043
C 2.352 5.300 -0.329
C 3.085 -1.625 -0.561
C 0.879 1.027 1.658
H -2.837 -4.230 -2.195
C 2.527 -0.795 -1.576
H 0.580 1.044 4.504
H -2.809 1.736 -4.414
C -0.309 2.916 -1.473
C 1.611 1.190 4.116
H -3.233 -3.318 2.397
C -4.697 -0.956 0.202
H 2.013 -4.256 -2.632
H -1.037 -6.519 -1.017
C 3.196 1.770 2.360
H -4.378 -0.621 -0.784
C 0.731 -1.241 2.549
H -5.160 -1.957 0.140
H -2.361 0.977 2.855
H 1.466 -0.687 -1.694
H 3.049 0.566 -3.134
C 5.289 -0.852 -1.104
H -4.079 0.467 3.212
H 1.116 -4.274 -4.133
C 4.781 -0.056 -2.104
C -5.305 1.738 -2.167
H -5.371 -0.241 0.659
H 3.432 1.934 1.320
C 1.878 1.329 2.740
C 1.392 4.172 -0.357
C -2.625 2.400 -2.406
H 2.825 -0.941 2.042
C 4.162 1.930 3.318
H -3.711 1.476 1.793
Te 2.113 -3.214 0.504
H -0.688 -6.908 -2.711
C -0.388 -6.277 -1.840
H 3.044 5.163 0.547
N 0.279 -0.151 1.648
C -3.377 -2.314 2.814
C 1.117 -3.854 -3.131
H -4.416 -2.206 3.178
C -3.278 2.614 -1.171
H 2.380 1.008 6.054
C 0.641 2.028 0.646
H 2.914 5.241 -1.286
H 0.628 -6.529 -1.563
Si -0.437 -4.403 -2.224
H 1.185 -2.790 -3.211
H 4.874 -2.170 0.576
H 1.864 6.319 -0.272
H 4.680 1.739 5.390
H 0.687 -0.850 3.576
C -0.194 1.847 -0.536
H 0.724 4.591 -2.331
H -5.188 2.468 -0.154
H -6.337 1.494 -2.068
H 5.423 0.565 -2.710
C 4.454 -1.631 -0.313
O -0.853 0.754 -0.821
*
```

Computed properties:
DFT total energy   -8141.39513 Ha
HOMO-LUMO gap (spin up / spin down)   6.2 / 7.1 eV
E_HOMO (spin up / spin down)   -8.93 / -10.22 eV

Löwdin atomic charge list, values in e, 5 entries: -0.0113, 0.0334, -0.3370, 1.0715, -0.2550

=====

Entry 2:
ORCA calculation (wB97M-V/def2-TZVPD) on a molecular structure, C35H42AsMnN5S4 in a non-equilibrium geometry.

Structure (ORCA input):
```
! RIJCOSX wB97M-V def2-TZVPD def2/J DEFGRID3
* xyz 1 5
C -0.819 -4.720 -4.341
H -4.485 0.952 -4.617
H 5.028 -1.309 2.195
C -2.557 4.147 -1.993
H 4.223 2.038 -2.294
H 0.556 3.454 -3.090
C -0.575 -4.543 -2.988
H 2.261 -7.021 -0.749
H -0.981 2.418 -6.598
H 6.221 -3.164 0.158
C -2.536 3.293 -0.901
H -0.087 1.611 4.896
C -0.414 -3.256 -2.483
C -0.435 -0.484 2.726
C 3.540 -0.425 -4.519
C 5.912 -1.876 2.489
N -0.484 0.803 0.820
H 6.203 -1.534 3.484
C 6.077 -1.255 -0.826
H 2.288 -2.936 -0.994
C -0.913 -3.621 -5.186
H 7.744 -2.487 -0.399
C -0.740 -2.343 -4.679
H 1.912 1.490 -1.591
C -0.638 1.278 -4.816
C 4.584 -4.646 -1.876
N 3.221 -2.588 -1.175
H 1.697 -1.508 -4.640
C -1.273 1.781 0.580
Mn -0.078 -0.923 -0.059
C -2.822 1.770 -5.703
C -1.440 1.876 -5.781
C 2.889 -6.133 -0.655
H -0.954 -5.720 -4.734
C 1.657 -0.040 -3.069
C 3.534 -1.534 -0.437
H 1.433 1.094 4.119
H 0.439 1.349 -4.885
N -0.199 0.671 2.194
H 7.396 -0.674 1.459
C 2.374 0.956 -2.407
S -1.114 -1.828 1.847
H -0.815 -1.490 -5.340
H 6.621 -0.310 -0.832
H -1.130 -3.757 -6.238
H 5.007 -4.591 -0.871
H 4.726 -2.629 -2.616
C 2.243 -0.730 -4.126
C -3.408 1.059 -4.663
S -0.068 -0.749 4.395
H 2.960 -5.742 -2.787
C -0.467 -2.154 -3.326
C 3.958 -3.289 -2.239
H 7.927 -2.282 1.906
C -1.403 2.521 -0.680
N -0.333 2.552 -1.480
C 7.080 -1.722 1.509
H 2.241 -5.301 -0.376
N 4.713 -0.902 -0.404
H 3.583 -6.303 0.172
C -2.611 0.464 -3.697
H -1.779 2.212 1.440
H 3.242 -3.429 -3.052
C 3.668 1.260 -2.807
C 0.671 0.834 4.850
H 1.124 0.687 5.828
C -0.345 3.415 -2.488
C -1.427 4.234 -2.785
C 6.798 -2.240 0.092
S -0.186 -3.052 -0.745
H 5.415 -4.794 -2.569
H -3.443 2.236 -6.458
H -3.065 -0.100 -2.891
H 4.677 -0.118 0.227
H 4.263 -6.743 -2.171
As -0.160 -0.423 -2.486
S 2.337 -0.767 0.568
C 4.252 0.570 -3.861
H -0.524 -5.392 -2.315
H 3.988 -0.961 -5.347
H 5.619 -2.925 2.571
H -3.431 4.750 -2.200
C -1.225 0.576 -3.773
H 5.259 0.815 -4.177
C 3.655 -5.863 -1.949
H -1.375 4.922 -3.618
H 6.081 -1.613 -1.848
H -3.379 3.224 -0.223
*
```

Computed properties:
DFT total energy   -6612.04129 Ha
HOMO-LUMO gap (spin up / spin down)   6.2 / 7.2 eV
E_HOMO (spin up / spin down)   -10.36 / -10.67 eV

Löwdin atomic charge list, values in e, 5 entries: -0.0651, 0.1110, 0.0405, -0.0369, 0.1118

=====

Entry 3:
ORCA calculation (wB97M-V/def2-TZVPD) on 5 unconnected molecules or ions with the total composition C35H42Br2FN5O2 in a non-equilibrium geometry.

Structure (ORCA input):
```
! RIJCOSX wB97M-V def2-TZVPD def2/J DEFGRID3
* xyz 0 1
H -4.231 3.981 2.937
H -2.919 -4.151 -0.705
C 1.002 1.211 2.534
C -2.093 4.222 2.538
H 1.727 0.602 -5.195
C -5.886 2.964 7.278
N -1.127 -0.827 -5.968
C -0.417 1.703 0.515
C 2.923 -3.616 -1.869
H -4.436 1.563 8.057
C -0.459 -3.397 0.203
N -4.247 5.494 5.554
C 1.865 0.666 -4.085
H 2.029 0.800 4.442
H 6.212 -5.838 -2.199
C 0.977 1.248 1.053
O -0.850 1.636 -0.593
C -2.868 2.179 -5.972
H -1.341 -5.943 0.036
Br 0.612 4.691 1.578
H 3.697 -3.147 0.036
H 5.621 -3.534 -1.498
H 4.265 0.163 3.221
C -1.798 1.559 -5.069
H 4.690 -6.453 -1.539
H 4.394 -1.858 1.489
H 4.537 -0.128 -0.665
C -6.197 3.783 6.021
N -0.082 -3.381 1.289
C 1.481 -0.314 -1.790
C -2.397 2.363 -7.411
H -5.803 3.630 8.141
N -1.066 2.188 1.716
C -4.602 2.151 7.153
H -3.763 1.550 -5.970
O -0.903 1.540 4.028
C 2.718 1.943 -2.010
C 2.151 0.864 -1.202
C 3.687 -3.994 -0.652
H 5.507 0.879 0.519
H 1.053 -1.118 -1.136
H -2.176 1.460 -4.050
H -7.129 4.336 6.152
F 6.175 -1.940 0.404
C -3.338 3.313 2.860
C 5.255 -1.206 1.181
H -6.720 2.286 7.475
C -0.996 3.623 1.979
H 5.673 -4.625 -0.122
H 4.687 -5.358 -2.932
C 5.175 -5.577 -1.980
C -0.947 -3.419 -1.202
H -6.311 3.127 5.155
H 3.180 -4.825 -0.158
C 5.118 -4.384 -1.031
C 2.208 0.866 0.359
H 5.731 -0.846 2.136
H -0.908 2.192 -5.040
H -1.509 2.999 -7.454
C 1.318 -0.448 -3.236
H 0.787 -1.346 -3.614
C 2.145 0.817 3.338
H -3.528 2.630 1.983
H 3.247 2.808 -1.539
H -0.825 -6.181 -1.642
N 2.335 -3.323 -2.811
H -3.180 2.833 -8.009
H -0.114 -3.674 -1.863
H -2.159 1.407 -7.882
H -4.654 1.463 6.305
C -0.440 1.649 2.930
H -3.157 3.151 -5.565
H -3.166 2.661 3.750
C 4.727 0.082 0.417
H -2.484 -6.550 -1.153
C 3.385 0.491 1.140
C -1.653 -5.857 -1.007
H 2.921 2.599 -4.176
C -5.097 4.748 5.757
C 3.382 0.468 2.618
C -2.083 -4.435 -1.350
H -3.730 2.795 7.020
C -1.419 0.214 -5.576
H -2.448 -4.412 -2.379
C 2.550 1.817 -3.470
H -1.299 -2.421 -1.471
Br -2.196 6.119 2.943
*
```

Computed properties:
DFT total energy   -7030.89343 Ha
HOMO-LUMO gap   8.3 eV
E_HOMO   -8.93 eV

Löwdin atomic charge list, values in e, 5 entries: 0.0561, 0.1110, -0.0508, -0.6696, 0.0927